[1]
79
Properties=species:S:1:pos:R:3:forces:R:3 method="wB97M-V/def2-TZVPD" fmax_ev_per_a=7.40 e_tot_ev=-148510.349 total_charge=+2 orbital_gap_ev="7.23 / 6.32" multiplicity=4 relative_energy_kcal_mol=90.7
N -5.23080 -1.35897 4.05372 -0.1 -0.6 0.3
C -4.22902 -0.66208 4.58679 0.2 0.5 -0.5
C -3.50215 0.28101 3.84816 -0.4 0.1 -0.7
C -3.85880 0.47479 2.48330 -0.7 -1.0 0.6
C -4.93063 -0.27809 1.94613 0.4 0.0 0.7
C -5.57334 -1.20782 2.77900 0.5 0.9 -0.5
C -3.10689 1.34953 1.60062 -0.1 0.2 -1.1
V 0.08112 1.43413 -0.98035 -1.2 -6.3 3.7
P 2.24591 0.46612 -0.97049 0.7 0.6 -1.5
C -3.00965 1.15012 0.25882 0.4 0.7 -0.1
C -2.10310 1.94867 -0.62872 -1.4 0.1 0.2
C -2.08581 1.71924 -2.04170 0.0 0.6 0.3
C -1.04026 2.22322 -2.80749 -0.2 0.5 -0.1
C -0.08249 3.03310 -2.19258 1.8 2.9 -2.2
C -0.14674 3.43988 -0.83626 -1.6 1.9 -0.8
C -1.27175 2.97590 -0.11665 0.0 0.5 0.0
Br 1.25511 3.86199 -3.46124 -1.7 -0.4 1.0
H -2.65548 2.21891 2.07003 0.3 -0.2 0.0
H -3.54315 0.32517 -0.24480 0.4 0.6 0.4
H -2.69654 0.86229 4.31433 -0.3 -0.3 -0.3
H -5.24784 -0.10776 0.91318 0.0 -0.2 0.5
H -3.99294 -0.83868 5.64487 -0.2 0.0 -0.5
H -6.38585 -1.81129 2.37417 0.1 0.1 0.3
H -2.97191 1.35434 -2.56163 0.4 -0.9 0.3
H -1.56215 3.40368 0.84373 0.7 -0.4 0.0
H -0.95093 2.07561 -3.87907 -0.2 -0.2 0.1
H 0.58322 4.12784 -0.44015 -0.2 0.3 0.0
P -0.37301 -1.57936 -0.15788 -0.9 -1.5 -0.7
C 2.83210 2.09741 -0.31559 0.4 -0.1 -0.3
C 3.67226 2.94122 -1.25338 0.1 0.6 -0.4
H 3.39581 1.80747 0.58265 -0.2 0.2 0.0
H 1.99061 2.73748 0.01790 0.4 -0.6 0.0
H 3.86777 3.89185 -0.74632 0.2 0.0 -0.2
H 4.62675 2.49489 -1.55104 -0.3 0.1 0.2
H 3.09697 3.17346 -2.16479 0.6 -0.2 0.6
C 2.07280 0.45855 -2.83518 0.2 0.6 0.0
C 3.25535 0.56227 -3.80094 0.1 0.2 -0.5
H 1.37614 1.28431 -3.08262 0.3 -0.6 0.0
H 1.55282 -0.47937 -3.07369 -0.1 0.2 0.3
H 2.79561 0.79705 -4.77310 0.4 -0.1 0.1
H 3.96784 1.36345 -3.57516 -0.3 -0.1 0.0
H 3.82075 -0.37488 -3.91550 -0.3 0.3 0.2
C 3.61218 -0.67182 -0.77785 0.1 -0.6 0.6
C 4.99029 -0.09020 -1.04552 0.4 -0.1 -0.1
H 3.38788 -1.48496 -1.48570 0.1 0.1 0.4
H 3.59218 -1.06855 0.24565 0.0 -0.1 -0.4
H 5.67697 -0.93130 -0.91525 0.2 0.3 0.0
H 5.12502 0.29302 -2.06361 -0.1 -0.1 0.4
H 5.24809 0.69927 -0.32588 0.0 -0.3 -0.2
C 0.45352 -3.07500 0.61165 0.2 0.2 0.3
C 1.95611 -3.23373 0.48316 0.1 -0.5 0.1
H -0.02108 -3.91266 0.07110 0.0 0.3 0.4
H 0.13617 -3.15394 1.66734 0.4 0.1 -0.5
H 2.17503 -4.24646 0.84897 0.3 0.3 -0.1
H 2.30603 -3.18336 -0.56293 -0.2 0.0 0.5
H 2.50937 -2.52414 1.10569 -0.1 -0.1 -0.1
C -0.30417 -2.32533 -1.83722 0.0 -0.1 0.4
C -1.39000 -1.83975 -2.78103 0.3 -0.4 -0.5
H -0.50398 -3.39620 -1.67914 0.4 0.2 -0.2
H 0.75107 -2.19931 -2.17054 -0.8 -0.2 -0.3
H -1.24732 -2.42305 -3.69815 -0.3 0.4 -0.1
H -2.39727 -2.08146 -2.39450 0.5 0.2 -0.1
H -1.31672 -0.77253 -3.01047 -0.1 -0.1 -0.1
C -2.07400 -2.24794 0.29892 -0.2 0.1 -0.6
C -2.35027 -2.81447 1.69448 -0.2 0.1 0.0
H -2.17141 -3.11766 -0.36941 -0.1 0.3 -0.1
H -2.83052 -1.50304 -0.01939 0.3 -0.6 0.4
H -3.39999 -3.13501 1.69267 0.2 0.1 0.2
H -1.74104 -3.71351 1.89255 -0.4 0.5 0.0
H -2.22756 -2.08237 2.50099 0.0 -0.2 -0.1
N 1.16599 1.32568 3.51705 -0.6 -0.4 0.0
C 0.71434 0.01991 3.58430 -0.3 0.1 -0.4
C 0.09115 -0.23570 2.40380 0.5 0.4 -0.4
N 0.16927 0.88028 1.58128 0.6 1.3 0.2
C 0.78676 1.81256 2.30950 0.1 -1.1 0.2
H 1.58633 1.85394 4.27445 0.0 -0.2 -0.3
H 0.83495 -0.67399 4.38743 0.2 0.2 0.5
H -0.30579 -1.18109 2.05616 -0.1 0.5 0.5
H 1.07476 2.79715 1.99840 -0.1 0.2 -0.1


[2]
91
Properties=species:S:1:pos:R:3:forces:R:3 method="wB97M-V/def2-TZVPD" fmax_ev_per_a=0.42 e_tot_ev=-112628.742 orbital_gap_ev="7.16 / 7.19" multiplicity=4 relative_energy_kcal_mol=19.1
Cr -0.47849 -0.03039 -0.15594 0.1 0.2 0.0
C -1.30381 2.94002 3.99104 0.0 0.0 0.0
C -0.70949 3.86068 2.93316 0.0 0.0 0.0
N -1.45680 3.78600 1.67999 0.0 0.0 -0.1
C -2.65636 4.62425 1.58925 0.0 0.1 0.0
C -2.38136 5.92430 0.84589 0.0 0.0 0.0
C -1.13207 2.96975 0.67629 0.0 0.0 0.1
S 0.29146 1.98669 0.81327 0.0 0.0 0.0
N -1.89405 3.05556 -0.41972 -0.1 0.0 -0.1
C -2.18333 2.05511 -1.21377 0.1 0.1 0.2
O -2.01413 0.81751 -0.96111 0.0 -0.1 -0.1
C -2.84511 2.37987 -2.50507 0.0 0.0 -0.1
C -3.27510 3.67281 -2.78836 0.0 0.0 0.0
C -3.86516 3.95573 -4.00874 0.0 0.0 0.0
C -4.02401 2.95101 -4.95406 0.0 0.0 0.0
C -3.59567 1.66088 -4.67507 0.0 0.0 0.0
C -3.01127 1.37386 -3.45214 0.0 0.0 0.0
H -0.68116 2.94718 4.88700 0.0 0.0 0.0
H -1.35847 1.91835 3.61276 0.0 0.0 0.0
H -2.30846 3.25486 4.27764 0.0 0.0 0.0
H 0.32553 3.59595 2.74225 0.0 0.0 0.0
H -0.72638 4.90486 3.25373 0.0 0.0 0.0
H -2.97158 4.83117 2.61229 0.0 0.0 0.0
H -3.44902 4.05711 1.10795 0.0 0.0 0.0
H -1.60413 6.50164 1.34962 0.0 0.0 0.0
H -3.28486 6.53473 0.80611 0.0 0.0 0.0
H -2.05364 5.71481 -0.17075 0.0 0.0 0.0
H -3.14045 4.44475 -2.04333 0.0 0.0 0.0
H -4.20179 4.96149 -4.22517 0.0 0.0 0.0
H -4.48350 3.17411 -5.90881 0.0 0.0 0.0
H -3.71930 0.87754 -5.41221 0.0 0.0 0.0
H -2.67635 0.37228 -3.21525 0.0 0.0 0.0
C -0.51243 -3.23446 -3.07234 0.0 0.0 0.0
C -0.42214 -1.94582 -2.31915 -0.1 -0.3 0.2
N -0.81533 -1.82856 -1.09239 -0.1 0.0 0.1
O -1.15511 -3.02155 -0.46223 -0.1 0.0 0.0
C 0.11082 -0.76443 -2.92944 0.1 0.3 -0.3
C 0.37768 -0.63120 -4.39559 0.0 0.0 0.1
N 0.29919 0.24026 -2.09353 0.0 0.0 0.2
O 0.72260 1.35410 -2.48789 0.1 0.0 -0.1
H -0.43802 -4.08736 -2.40456 0.0 0.0 0.0
H 0.26165 -3.28604 -3.83438 0.0 0.0 0.0
H -1.48218 -3.28451 -3.57459 0.0 0.0 0.0
H -1.74812 -2.75081 0.25443 0.0 0.1 0.0
H 1.34125 -1.06077 -4.68444 0.0 0.0 0.0
H 0.40155 0.42878 -4.64230 0.0 0.0 0.0
H -0.39782 -1.11767 -4.98884 0.0 0.0 0.0
N -2.16023 -0.64376 2.54298 0.1 0.0 0.0
C -1.55524 -0.45697 1.57415 -0.1 0.0 -0.1
C -6.60180 -2.45160 0.78281 0.0 0.1 -0.1
Sb -4.61535 -2.08362 0.03309 0.0 -0.2 0.1
C -4.68341 -3.70574 -1.39157 0.0 0.0 0.0
C -3.79831 -3.29572 1.62871 0.0 0.0 0.0
H -6.75897 -3.52542 0.88548 0.0 0.0 0.0
H -7.35362 -2.03928 0.11074 0.0 0.0 0.0
H -6.70979 -1.97854 1.75852 0.0 0.0 0.0
H -5.07884 -4.60323 -0.91520 0.0 0.0 0.0
H -3.68025 -3.91380 -1.76590 0.0 0.0 0.0
H -5.32112 -3.43748 -2.23426 0.0 0.0 0.0
H -4.21455 -4.30121 1.55897 0.0 0.0 0.0
H -4.11131 -2.82841 2.56194 0.0 0.0 0.0
H -2.71253 -3.36213 1.68066 0.0 0.0 0.0
C 9.58709 -0.11735 2.82711 0.0 0.0 0.0
C 8.07694 -0.04618 2.87155 0.1 0.0 0.0
S 7.17588 -1.69756 1.08058 -0.2 0.1 0.4
O 7.50903 -0.16358 1.54873 -0.1 -0.1 -0.1
O 7.07682 -1.65604 -0.37153 0.0 0.1 -0.3
C 5.42672 -1.70569 1.66599 0.1 0.0 0.0
C 4.52745 -2.38103 0.64234 0.1 0.0 -0.1
N 3.12590 -2.04206 0.87824 0.0 0.0 0.1
C 2.44993 -1.09583 0.19856 0.1 0.2 0.0
N 1.22500 -0.94174 0.70247 -0.1 -0.1 -0.1
C 1.11105 -1.79058 1.76323 0.1 -0.2 0.0
C 2.28124 -2.47326 1.88662 -0.2 0.2 -0.2
N 2.57981 -3.49621 2.82984 -0.1 -0.3 0.1
O 3.67626 -4.03601 2.77294 0.0 0.1 0.0
O 1.70804 -3.77783 3.62444 0.1 0.1 0.0
C 3.05162 -0.28207 -0.89000 0.0 0.0 0.0
H 9.99558 -0.03816 3.83555 0.0 0.0 0.0
H 9.98829 0.69563 2.22345 0.0 0.0 0.0
H 9.91602 -1.06448 2.39827 0.0 0.0 0.0
H 7.73069 0.91865 3.23798 0.0 0.0 0.0
H 7.66043 -0.81737 3.52737 0.0 0.0 0.0
H 5.14242 -0.66171 1.80488 0.0 0.0 0.0
H 5.39422 -2.22699 2.62282 0.0 0.0 0.0
H 4.63771 -3.46033 0.66219 0.0 0.0 0.0
H 4.78235 -2.03128 -0.35413 0.0 0.0 0.0
H 0.21820 -1.86144 2.36000 0.0 0.0 0.0
H 4.04233 0.07064 -0.59937 0.0 0.0 0.0
H 2.42680 0.58389 -1.09347 0.0 0.0 0.0
H 3.15621 -0.86154 -1.80923 0.0 0.0 0.0


[3]
86
Properties=species:S:1:pos:R:3:forces:R:3 method="wB97M-V/def2-TZVPD" fmax_ev_per_a=0.97 e_tot_ev=-76524.080 total_charge=+2 orbital_gap_ev="5.98 / 5.81"
Pt -1.83749 -0.12918 -0.07911 -0.6 -0.5 0.1
C 3.58968 0.11449 3.69279 0.0 0.0 0.0
C 3.38543 0.33588 2.18761 0.1 -0.1 -0.1
C 4.68750 0.04238 1.42881 0.0 0.0 0.0
C 2.90451 1.74095 1.89127 0.2 0.1 0.1
C 3.77909 2.77695 2.05168 0.0 -0.1 0.0
C 3.45649 4.07274 1.62118 0.0 0.0 0.0
C 2.28285 4.34020 0.92955 0.0 0.0 0.1
C 1.33736 3.35937 0.72784 0.1 0.1 -0.1
C 0.14098 3.70919 -0.10469 -0.2 -0.1 -0.2
C -0.58405 4.94831 0.44631 0.0 0.0 0.0
C 0.56992 3.99297 -1.55911 0.0 0.0 -0.1
C 1.57236 2.05427 1.35528 -0.1 -0.4 0.1
N 0.56660 1.18961 1.39948 0.1 0.4 -0.3
C 0.55174 0.15791 2.25156 0.0 -0.5 -0.2
C -0.08579 -1.06434 2.07236 -0.3 0.3 -0.3
C 0.03850 -2.15516 3.01510 0.1 0.1 0.0
C -0.69792 -3.16684 2.54418 0.0 -0.1 0.1
C -1.34738 -2.71913 1.30151 -0.1 0.2 -0.1
N -0.92199 -1.50472 1.00251 0.7 0.3 0.5
C -2.40387 -3.55546 0.65412 0.0 0.0 0.0
C -2.96568 -3.05325 -0.67166 0.0 -0.1 0.0
C -1.81516 -4.96670 0.44550 0.0 0.0 0.0
C -3.55492 -3.62865 1.68916 0.0 0.0 0.0
H 3.84208 -0.92769 3.88608 0.0 0.0 0.0
H 2.71628 0.37581 4.29282 0.0 0.0 0.0
H 4.41503 0.72855 4.05497 0.0 0.0 0.0
H 2.65103 -0.37972 1.81322 0.1 0.0 0.0
H 5.51522 0.65226 1.78900 0.0 0.0 0.0
H 4.57589 0.21766 0.35800 0.0 0.0 0.0
H 4.96306 -1.00150 1.57676 0.0 0.0 0.0
H 4.75395 2.59743 2.48381 0.0 0.0 0.0
H 4.17156 4.87157 1.77705 0.0 0.0 0.0
H 2.11341 5.33438 0.54028 0.0 0.0 0.0
H -0.54075 2.86465 -0.15167 -0.1 -0.2 0.3
H -0.07643 5.85807 0.12191 0.0 0.0 0.0
H -0.63451 4.96008 1.53105 -0.1 -0.1 0.1
H -1.59623 4.97932 0.04735 0.0 0.0 0.0
H 1.39986 4.69846 -1.60558 0.0 0.0 0.0
H -0.27148 4.44312 -2.08714 0.0 0.0 0.0
H 0.85409 3.08375 -2.08748 -0.3 0.5 0.1
H 1.13030 0.24094 3.16483 -0.2 -0.1 0.1
H 0.64254 -2.12937 3.90816 0.0 0.0 0.0
H -0.84981 -4.13515 2.99028 0.0 0.0 0.0
H -2.20320 -3.00011 -1.44572 0.0 0.0 0.0
H -3.45823 -2.08576 -0.57983 0.0 0.0 0.0
H -3.72151 -3.76515 -1.00438 0.0 0.0 0.0
H -0.93119 -4.93876 -0.19207 0.0 0.0 0.0
H -2.56917 -5.57819 -0.04918 0.0 0.0 0.0
H -1.55871 -5.46152 1.38114 0.0 0.0 0.0
H -4.04972 -2.66305 1.79252 0.0 0.0 0.0
H -3.21596 -3.95704 2.67185 0.0 0.0 0.0
H -4.28168 -4.35748 1.32994 0.0 0.0 0.0
F -2.93067 2.51475 2.35181 0.0 0.1 -0.1
C -4.20667 2.20259 2.09059 0.1 0.1 -0.1
F -4.81415 3.23658 1.53782 0.1 0.0 0.0
F -4.80408 1.86407 3.21423 0.0 0.0 0.0
S -4.23629 0.75614 0.94568 0.0 0.1 0.1
O -3.17563 -0.12264 1.54061 -0.3 0.1 0.2
O -5.55627 0.25528 0.95088 0.0 0.0 -0.1
O -3.65960 1.20095 -0.35429 0.6 -0.1 -0.1
C 2.72955 -0.11210 -2.48121 0.0 0.0 0.0
C 1.64571 0.78917 -1.94180 0.0 -0.2 0.0
O 0.33880 0.45716 -2.47489 0.1 0.1 -0.1
P -0.67952 -0.61580 -1.91125 -0.2 0.5 -0.2
O 0.08090 -1.97839 -1.74383 0.0 0.0 0.1
C 0.53305 -2.75324 -2.91442 0.0 0.0 0.0
C 1.45927 -3.83284 -2.42523 0.0 0.0 0.0
O -1.63987 -0.85763 -3.12843 0.1 0.1 0.1
C -2.49329 0.21535 -3.65749 -0.1 0.0 0.0
C -1.88998 0.79667 -4.90909 0.0 0.0 0.0
H 3.70186 0.26538 -2.16072 0.0 0.0 0.0
H 2.72134 -0.11222 -3.57070 0.0 0.0 0.0
H 2.62815 -1.13089 -2.11369 0.0 0.0 0.0
H 1.81100 1.82021 -2.25120 0.2 -0.4 0.0
H 1.60111 0.75503 -0.85099 0.0 0.0 -0.1
H 1.02203 -2.06934 -3.60648 0.0 0.0 0.0
H -0.35753 -3.15852 -3.39127 0.0 0.0 0.0
H 2.36670 -3.41810 -1.98741 0.0 0.0 0.0
H 1.74549 -4.46721 -3.26400 0.0 0.0 0.0
H 0.96575 -4.45877 -1.68311 0.0 0.0 0.0
H -2.63762 0.96713 -2.87617 0.0 0.0 0.0
H -3.45020 -0.26362 -3.84777 0.0 0.0 0.0
H -0.95849 1.32002 -4.69821 0.0 0.0 0.0
H -2.59395 1.50463 -5.34778 0.0 0.0 0.0
H -1.70141 0.01285 -5.64133 0.0 0.0 0.0


[4]
78
Properties=species:S:1:pos:R:3:forces:R:3 method="wB97M-V/def2-TZVPD" fmax_ev_per_a=1.72 e_tot_ev=-170906.625 total_charge=+2 orbital_gap_ev="7.27 / 6.61" multiplicity=3 relative_energy_kcal_mol=30.6
Ti -0.16256 0.31962 -0.28604 1.6 -0.1 -0.6
C -1.44792 1.68590 2.58010 0.1 0.0 0.1
C -2.10963 2.62160 1.57212 0.2 0.2 0.0
Ge -2.46691 1.71032 -0.12247 -0.8 -0.6 0.2
C -2.26761 2.53162 -1.89425 0.2 0.0 0.0
C -1.60182 1.54996 -2.85980 0.1 0.0 0.0
C -4.15545 0.80381 -0.04692 -0.3 0.3 -0.1
C -4.16646 -0.52847 0.04883 -0.2 -0.2 0.0
Ge -2.35141 -1.26200 0.01263 -0.8 0.3 0.0
C -1.93526 -2.17706 -1.71067 0.2 0.1 0.0
C -2.45187 -3.60705 -1.89372 0.1 0.0 0.1
C -1.87749 -2.29160 1.62997 0.2 0.0 0.1
C -2.97867 -3.17580 2.22180 0.0 0.0 0.0
C -5.40202 -1.34338 0.13425 0.0 0.1 0.0
C -6.65729 -0.75507 0.31628 0.0 0.0 0.0
C -7.80111 -1.52960 0.37655 0.0 0.0 0.0
C -7.72044 -2.91294 0.25936 0.0 0.0 0.0
C -6.48408 -3.51280 0.08905 0.0 0.0 0.0
C -5.34150 -2.72796 0.03167 0.0 -0.1 -0.1
H -1.33985 2.15793 3.55704 0.0 0.0 0.0
H -0.43260 1.39349 2.27272 0.0 0.0 0.0
H -2.03575 0.77734 2.72270 0.0 0.0 0.0
H -1.50313 3.50994 1.39952 0.0 0.0 0.0
H -3.08531 2.94105 1.94470 0.0 0.1 0.0
H -1.71758 3.46902 -1.83541 -0.1 0.0 0.0
H -3.27914 2.75194 -2.23904 0.0 0.0 0.0
H -0.57366 1.26881 -2.54619 -0.1 0.0 0.0
H -1.47837 1.96181 -3.86252 0.0 0.0 0.0
H -2.18570 0.63504 -2.95722 0.0 0.0 0.0
H -5.08449 1.36783 -0.10212 0.0 0.0 0.0
H -0.84670 -2.17563 -1.84106 0.0 0.0 -0.1
H -2.32395 -1.52658 -2.49572 -0.1 0.0 0.0
H -2.15578 -4.26285 -1.06963 0.0 0.0 0.0
H -2.05994 -4.03915 -2.81602 0.0 0.0 0.0
H -3.53575 -3.63520 -1.96594 0.0 0.0 0.0
H -1.56472 -1.55652 2.37770 0.0 0.0 0.0
H -0.99159 -2.89370 1.41038 0.0 0.0 0.0
H -3.89830 -2.61628 2.39180 0.0 0.0 0.0
H -2.65519 -3.58248 3.18057 0.0 0.0 0.0
H -3.21963 -4.01638 1.57241 0.0 0.0 0.0
H -6.75047 0.31715 0.42405 0.0 0.0 0.0
H -8.76242 -1.05497 0.52007 0.0 0.0 0.0
H -8.61729 -3.51554 0.30698 0.0 0.0 0.0
H -6.40742 -4.58882 0.00470 0.0 0.0 0.0
H -4.38291 -3.21357 -0.09192 0.0 0.0 0.0
O 0.41924 2.57013 -0.53964 -0.4 0.0 0.2
H 1.03512 2.83514 0.15768 0.2 -0.1 -0.2
H 0.62571 3.09254 -1.32394 0.0 0.0 0.0
N 3.65373 -3.76913 -0.01917 0.0 0.1 0.0
C 2.67565 -3.81131 1.13108 0.1 -0.1 -0.1
C 1.84720 -2.54126 1.07867 0.0 0.0 -0.1
N 1.13967 -2.35976 -0.19611 -0.3 0.0 0.2
C 2.05743 -2.44009 -1.33136 0.0 0.1 0.0
C 2.92322 -3.68983 -1.33560 0.1 -0.1 0.1
H 4.27042 -4.58217 0.00130 0.0 0.0 0.0
H 4.25209 -2.93722 0.08041 0.0 0.0 0.0
H 3.24386 -3.88852 2.05596 0.0 0.0 0.0
H 2.08090 -4.71582 0.99909 0.0 0.0 0.0
H 2.50453 -1.68451 1.21654 0.0 0.1 0.0
H 1.13604 -2.53422 1.90248 0.0 -0.1 0.0
H 0.40354 -3.05692 -0.27563 0.0 0.0 -0.1
H 2.70008 -1.55681 -1.28914 0.0 0.0 0.0
H 1.50098 -2.39650 -2.26848 0.0 0.0 0.0
H 3.66338 -3.66452 -2.13302 0.0 0.0 0.0
H 2.33847 -4.60614 -1.41911 0.0 0.0 0.0
C 1.88355 0.41031 0.20187 0.3 0.4 0.2
C 3.10269 0.45602 0.26178 0.0 -0.2 0.2
C 4.51128 0.21595 0.42828 0.0 0.0 -0.1
C 5.07692 0.20264 1.70716 0.0 0.0 0.0
C 6.42127 -0.09577 1.86942 0.0 0.0 0.0
C 7.21397 -0.38581 0.76611 0.0 0.0 0.0
C 6.66103 -0.36946 -0.50811 0.0 0.0 0.0
C 5.31646 -0.07080 -0.68059 0.0 0.0 0.0
H 4.46177 0.44154 2.56479 0.0 0.0 0.0
H 6.85532 -0.09017 2.86039 0.0 0.0 0.0
H 8.26372 -0.61062 0.89806 0.0 0.0 0.0
H 7.28323 -0.57029 -1.37062 0.0 0.0 0.0
H 4.89078 -0.02839 -1.67641 0.0 0.0 0.0